1.
C18H39BrO4Si | wB97M-V/def2-TZVPD

**SMILES string**: CCCCCCC[SiH2]CCCBr.CCOC(C)=O.CCOC(C)=O
**Total charge**: 0
**Gap between HOMO and LUMO**: 10.474 eV
**DFT total energy**: -3873.67823 Eh
**F_max**: 1.49 eV/A

Last column: natural (NBO) charge in e.
Element x y z (Å)
1 C 0.423856 0.771196 -3.070707  -0.6123
2 C 1.676628 0.547850 -3.955530  -0.3975
3 C 2.363059 -0.854898 -3.807272  -0.3885
4 C 1.998756 -1.607226 -2.475473  -0.4084
5 C 3.038667 -2.750930 -2.284804  -0.3980
6 C 3.265137 -3.200302 -0.817307  -0.3964
7 C 3.425195 -2.022175 0.217823  -0.8560
8 Si 2.068417 -2.208386 1.559457  1.1344
9 C 2.705780 -1.704711 3.306010  -0.8450
10 C 1.624360 -0.756569 3.951148  -0.4223
11 C 2.317513 0.161466 4.981505  -0.3999
12 Br 1.017074 1.447959 5.722665  -0.0481
13 H 0.018193 1.761405 -3.335646  0.2138
14 H 0.720929 0.813387 -2.014187  0.1943
15 H -0.367752 0.029856 -3.242438  0.2167
16 H 1.384118 0.653933 -5.015421  0.2000
17 H 2.440223 1.318618 -3.760223  0.1921
18 H 3.448271 -0.668583 -3.727511  0.1903
19 H 2.150544 -1.523161 -4.652254  0.1996
20 H 1.952048 -0.895330 -1.643333  0.1967
21 H 0.996034 -2.047563 -2.602096  0.2044
22 H 2.634383 -3.630775 -2.820995  0.2056
23 H 3.977147 -2.512014 -2.810355  0.1975
24 H 4.215438 -3.763528 -0.800565  0.2090
25 H 2.492735 -3.893945 -0.454199  0.2018
26 H 3.448475 -1.023420 -0.239428  0.2339
27 H 4.383244 -2.136414 0.761182  0.2295
28 H 1.750581 -3.654046 1.657094  -0.1853
29 H 0.850592 -1.484471 1.171316  -0.1798
30 H 3.643455 -1.146576 3.141015  0.2223
31 H 2.903084 -2.582394 3.936505  0.2401
32 H 1.153408 -0.194275 3.130493  0.2090
33 H 0.833163 -1.360598 4.419986  0.2165
34 H 3.102039 0.730929 4.471807  0.2144
35 H 2.751353 -0.443774 5.784097  0.2190
36 C -4.677947 0.304683 6.910163  -0.6367
37 C -3.873212 -0.333338 8.023361  -0.0687
38 O -3.457209 -1.655716 7.676755  -0.5061
39 C -2.345314 -1.921675 6.972547  0.7940
40 C -1.634781 -0.801411 6.263192  -0.7429
41 O -1.978556 -3.058447 6.862270  -0.5730
42 H -4.086893 0.418581 6.000603  0.2092
43 H -5.038667 1.289100 7.211846  0.2175
44 H -5.535330 -0.320201 6.657125  0.2198
45 H -3.020650 0.278026 8.324362  0.1762
46 H -4.501537 -0.443566 8.906838  0.1969
47 H -1.997653 -0.739481 5.237541  0.2453
48 H -0.571351 -1.022446 6.252122  0.2438
49 H -1.742507 0.166386 6.747370  0.2199
50 C -1.227610 4.746825 -6.832825  -0.6368
51 C -1.225677 3.291671 -7.252828  -0.0683
52 O -1.558078 2.431621 -6.160744  -0.5073
53 C -2.818409 2.131437 -5.802438  0.7968
54 C -3.954785 2.939848 -6.367571  -0.7443
55 O -3.015641 1.275831 -4.984364  -0.5672
56 H -2.216086 5.069666 -6.503672  0.2076
57 H -0.914231 5.386094 -7.659367  0.2188
58 H -0.546865 4.899391 -5.994420  0.2209
59 H -1.875044 3.104112 -8.109739  0.1754
60 H -0.219670 3.005460 -7.558524  0.1989
61 H -4.190571 3.752159 -5.681325  0.2451
62 H -4.822782 2.290242 -6.461916  0.2474
63 H -3.759094 3.344609 -7.358714  0.2147

Atoms 1-6, force components in eV/Å:
0.58 0.66 -0.46
-0.23 -0.77 -0.40
-0.19 0.52 1.38
0.46 -0.26 -1.29
-1.07 -0.41 0.30
0.93 0.64 -0.08

=====

2.
C5H8O | wB97M-V/def2-TZVPD

**Total charge**: 0
**Gap between HOMO and LUMO (alpha / beta)**: 7.634 / 7.638 eV
**DFT total energy**: -270.33622 Eh
**F_max**: 0.44 eV/A

Last column: natural (NBO) charge in e.
Element x y z (Å)
1 C -2.601092 0.073675 -0.003417  -0.2615
2 O -1.904573 -1.024409 -0.535863  -0.5311
3 C -0.644113 -0.660680 -1.051095  -0.1733
4 C 0.316844 -0.142325 -0.059235  0.0268
5 C 1.498413 0.375057 -0.166234  -0.3897
6 C 2.859047 0.523351 0.050272  -0.3836
7 H -2.809505 0.830323 -0.778568  0.1568
8 H -3.548031 -0.303451 0.389415  0.1936
9 H -2.032924 0.551314 0.807052  0.1841
10 H -0.245434 -1.573526 -1.511935  0.2163
11 H -0.775583 0.085625 -1.858992  0.1862
12 H 3.336897 1.486451 -0.100718  0.2085
13 H 3.503279 -0.323418 0.285660  0.2127
14 H 1.882322 0.870268 -1.155274  0.3544

Atoms 1-6, force components in eV/Å:
-0.19 0.21 0.14
0.00 -0.07 -0.01
0.23 0.00 -0.13
0.33 0.17 -0.21
-0.29 -0.26 0.22
0.06 -0.01 0.03

=====

3.
C12H25N3O3 | wB97M-V/def2-TZVPD

**SMILES string**: CC(C)C[C@H](N)C(=O)N[C@@H](CCCCN)C(=O)O
**Total charge**: 0
**Gap between HOMO and LUMO**: 9.671 eV
**DFT total energy**: -862.18211 Eh
**F_max**: 5.07 eV/A

Last column: natural (NBO) charge in e.
Element x y z (Å)
1 C -4.503463 0.374870 -1.560796  -0.6101
2 C -3.661726 -0.012836 -0.261755  -0.2210
3 C -4.395111 -0.085355 1.066321  -0.6020
4 C -2.911283 -1.375739 -0.305126  -0.4244
5 C -1.490102 -1.517715 0.396324  -0.1129
6 N -1.332104 -1.532775 1.876573  -0.8452
7 C -0.714303 -0.153830 -0.099977  0.7282
8 O -0.949910 0.566414 -1.035393  -0.6548
9 N 0.363512 0.070413 0.712261  -0.6271
10 C 1.268243 1.250442 0.428834  -0.1640
11 C 1.941932 1.394086 -0.979896  -0.4136
12 C 2.824882 0.173860 -1.287990  -0.4079
13 C 3.841652 0.098287 -0.161205  -0.4207
14 C 4.907680 -0.885589 -0.443899  -0.2144
15 N 5.862573 -1.073197 0.648260  -0.8377
16 C 0.374771 2.550163 0.771304  0.7961
17 O 0.614040 3.108077 1.806840  -0.5970
18 O -0.631947 2.739272 -0.055103  -0.7082
19 H -3.783463 0.576508 -2.468475  0.2283
20 H -5.342881 -0.371793 -1.790182  0.2064
21 H -4.916952 1.358110 -1.273273  0.2133
22 H -2.959975 0.822294 -0.206328  0.2087
23 H -4.850785 0.854949 1.296788  0.2115
24 H -5.238470 -0.712913 0.837399  0.2040
25 H -3.795511 -0.388920 1.891430  0.1873
26 H -2.725761 -1.792950 -1.350938  0.2186
27 H -3.518187 -2.114238 0.117431  0.2012
28 H -0.961087 -2.414984 0.016580  0.2211
29 H -2.120993 -0.891412 2.257236  0.3581
30 H -1.624920 -2.441806 2.263571  0.3715
31 H 0.411911 -0.177341 1.685313  0.4440
32 H 1.974471 1.320313 1.256479  0.2313
33 H 1.091545 1.469281 -1.732919  0.2255
34 H 2.568394 2.270040 -1.052276  0.2217
35 H 2.082825 -0.658422 -1.413119  0.2100
36 H 3.404485 0.306772 -2.248908  0.2147
37 H 3.506453 -0.157509 0.901983  0.1990
38 H 4.248409 1.162788 0.065094  0.2120
39 H 4.525973 -1.869527 -0.698730  0.1633
40 H 5.552302 -0.647588 -1.299666  0.1844
41 H 5.343123 -1.302209 1.546658  0.3410
42 H 6.517912 -1.817042 0.524071  0.3597
43 H -0.798137 1.928732 -0.640816  0.5001

Atoms 1-6, force components in eV/Å:
0.76 -0.42 0.38
1.16 -0.24 -0.58
-1.50 1.03 -1.74
1.97 -0.25 -1.87
-0.21 2.36 -1.11
-2.92 0.89 0.44

=====

4.
C20H23NO6S | wB97M-V/def2-TZVPD

**SMILES string**: COc1ccc(CCNS(=O)(=O)c2cc(/C=C/C(=O)O)ccc2C)cc1OC
**Total charge**: 0
**Gap between HOMO and LUMO**: 7.920 eV
**DFT total energy**: -1680.28054 Eh
**F_max**: 0.97 eV/A

Last column: natural (NBO) charge in e.
Element x y z (Å)
1 C -0.304496 -4.245470 -1.067563  -0.2492
2 O -0.937974 -3.171465 -0.420556  -0.5259
3 C -0.166473 -2.286568 0.296824  0.2787
4 C 1.213832 -2.390635 0.394783  -0.2956
5 C 1.972561 -1.456044 1.079432  -0.2282
6 C 1.365571 -0.371485 1.687811  -0.0255
7 C 2.126738 0.705767 2.411940  -0.4368
8 C 3.554736 0.926659 1.915704  -0.2232
9 N 3.589026 1.047623 0.468877  -0.8731
10 S 2.750133 2.328568 -0.227891  2.2981
11 O 2.441637 3.322039 0.761469  -0.9421
12 O 3.528329 2.728448 -1.368689  -0.9451
13 C 1.224229 1.586139 -0.801289  -0.2612
14 C 0.046301 2.132313 -0.344434  -0.1674
15 C -1.187495 1.633238 -0.770881  -0.1088
16 C -2.403356 2.200214 -0.229289  -0.0812
17 C -3.653466 1.762544 -0.427731  -0.3277
18 C -4.788219 2.422465 0.222097  0.7530
19 O -4.737465 3.398046 0.930012  -0.6006
20 O -5.952385 1.804413 -0.059176  -0.6875
21 C -1.176660 0.583314 -1.693045  -0.1666
22 C 0.011772 0.050984 -2.147658  -0.1571
23 C 1.242535 0.536671 -1.711802  0.0111
24 C 2.525085 -0.043362 -2.199461  -0.6635
25 C -0.017115 -0.288330 1.627263  -0.2356
26 C -0.801003 -1.215689 0.951853  0.2558
27 O -2.134602 -0.937312 0.990689  -0.5048
28 C -3.092265 -1.839641 0.485599  -0.2406
29 H 0.202405 -4.906265 -0.356974  0.1779
30 H 0.412935 -3.899298 -1.818931  0.1739
31 H -1.103254 -4.797555 -1.561387  0.2000
32 H 1.722970 -3.214115 -0.079823  0.2176
33 H 3.041645 -1.585227 1.119826  0.2077
34 H 2.174140 0.464985 3.478471  0.2283
35 H 1.582474 1.645385 2.310709  0.2308
36 H 3.947433 1.833075 2.395229  0.2065
37 H 4.194141 0.084154 2.191573  0.2038
38 H 4.526846 1.045386 0.096296  0.4113
39 H 0.102261 2.953515 0.353729  0.2441
40 H -2.277335 3.055524 0.423624  0.2282
41 H -3.903682 0.913638 -1.042417  0.2125
42 H -6.683074 2.262378 0.383869  0.4980
43 H -2.108934 0.184943 -2.060793  0.2136
44 H -0.007744 -0.759041 -2.862630  0.2081
45 H 2.359093 -0.676785 -3.067523  0.2155
46 H 3.216701 0.756155 -2.453746  0.2520
47 H 2.978124 -0.636642 -1.406812  0.2411
48 H -0.537662 0.525248 2.107901  0.2247
49 H -4.056091 -1.385217 0.715496  0.1914
50 H -3.025297 -2.814835 0.973106  0.1833
51 H -2.997626 -1.972851 -0.593675  0.1800

Atoms 1-6, force components in eV/Å:
0.07 -0.16 -0.09
-0.03 0.42 0.24
-0.09 -0.10 -0.03
-0.06 -0.17 -0.03
-0.08 0.05 0.09
-0.11 -0.20 0.07

=====

5.
C5H10Cl2N | wB97M-V/def2-TZVPD

**Total charge**: +1
**Gap between HOMO and LUMO (alpha / beta)**: 9.173 / 7.433 eV
**DFT total energy**: -1171.24442 Eh
**F_max**: 3.68 eV/A

Last column: natural (NBO) charge in e.
Element x y z (Å)
1 C -0.359297 -0.753505 -0.556399  -0.3060
2 C 0.508841 -0.315891 0.685598  0.0782
3 C -1.849210 -0.020806 -0.544126  -0.0954
4 C -0.534637 -2.248770 -0.361137  -0.6045
5 C 1.644735 1.616940 -0.172817  -0.4417
6 N 0.637344 1.109826 0.783291  -0.6072
7 Cl -3.160613 -0.696734 0.318897  0.1098
8 Cl -1.942974 1.670711 -0.487531  0.1139
9 H 0.013227 -0.394798 -1.456927  0.2325
10 H 0.421475 -0.764393 1.662793  0.2069
11 H -1.301960 -2.475488 -1.072727  0.2372
12 H -0.787052 -2.312575 0.682675  0.2186
13 H 0.350253 -2.814147 -0.627061  0.2454
14 H 2.494832 0.941676 -0.357400  0.2547
15 H 1.130172 1.971427 -1.067340  0.2378
16 H 2.138111 2.497268 0.391254  0.2429
17 H -0.256198 1.585662 0.415635  0.4298
18 H 0.852950 1.403598 1.763320  0.4470

Atoms 1-6, force components in eV/Å:
-1.07 0.65 3.46
-2.30 0.23 -1.62
1.41 -1.70 1.14
0.11 1.15 -1.17
2.25 2.53 1.07
0.19 0.67 0.46